# 1
Molecular formula: C3H3O2S
Method: DFT, wB97M-V/def2-TZVPD

Positions of all 9 atoms, in Å:
C  0.014  -0.982  0.192
C  -0.047  -2.247  0.338
C  0.860  0.162  0.820
O  -1.827  -0.253  -2.220
O  -0.608  1.634  -1.197
S  -1.485  0.459  -0.986
H  0.594  1.111  0.380
H  0.593  0.366  1.850
H  1.906  -0.250  0.823

Atomic forces in eV per Å
C 0.66 0.37 1.13
C -0.38 1.22 -0.56
C -0.14 -1.90 0.06
O 0.18 0.45 0.78
O -0.87 -1.04 0.17
S 0.38 0.06 -1.13
H 1.07 0.14 -0.78
H -0.16 -0.58 0.60
H -0.74 1.28 -0.26

## Properties
* charge: -1
* E: -664.688942 hartree
* ΔE to the lowest compared entry with this formula, charge and spin: 91.9 kcal per mole
* gap between HOMO and LUMO (alpha / beta): 7.882 / 7.883 eV
* LUMO (alpha / beta): 3.6 / 3.6 eV

Computed natural (NBO) charges, given in elementary charges:
1. C -0.5830
2. C -0.1270
3. C -0.6675
4. O -0.9307
5. O -0.9539
6. S 1.6183
7. H 0.2410
8. H 0.1903
9. H 0.2125

# 2
Molecular formula: C5H10O
Method: DFT, wB97M-V/def2-TZVPD

Positions of all 16 atoms, in Å:
O  -1.388  -0.385  1.258
C  -0.999  0.094  -0.384
C  -0.137  -1.077  -0.728
C  0.896  -0.867  0.378
C  1.177  0.653  0.338
C  -0.136  1.305  -0.154
H  -2.137  -0.163  0.699
H  -1.842  0.282  -1.105
H  -0.702  -2.011  -0.651
H  0.288  -1.005  -1.738
H  1.775  -1.499  0.311
H  0.365  -1.096  1.302
H  1.465  1.036  1.318
H  1.986  0.869  -0.365
H  -0.616  1.954  0.586
H  0.005  1.911  -1.062

Atomic forces in eV per Å
O -0.58 1.61 -3.82
C 0.66 -0.17 0.45
C 0.27 -0.10 0.14
C 0.47 -0.22 0.15
C 0.30 -0.03 0.09
C 0.15 -0.10 0.17
H -2.49 -0.28 1.67
H -0.03 -0.39 1.37
H 0.19 0.11 0.01
H -0.06 0.13 0.11
H 0.27 0.07 -0.19
H 0.71 -0.19 -0.18
H 0.08 -0.05 -0.09
H 0.00 0.03 0.09
H 0.16 -0.10 -0.07
H -0.09 -0.31 0.09

## Properties
* structure (SMILES): OC1CCCC1
* E: -271.664739 hartree
* ΔE to the lowest compared entry with this formula, charge and spin: 55.1 kcal per mole
* gap between HOMO and LUMO: 11.381 eV
* LUMO: 1.0 eV

Computed natural (NBO) charges, given in elementary charges:
1. O -0.7809
2. C 0.0683
3. C -0.4429
4. C -0.4122
5. C -0.4041
6. C -0.4473
7. H 0.4562
8. H 0.2120
9. H 0.2279
10. H 0.2076
11. H 0.2059
12. H 0.2478
13. H 0.2168
14. H 0.2000
15. H 0.2325
16. H 0.2124

# 3
Molecular formula: C28H58N14O4
Method: DFT, wB97M-V/def2-TZVPD

Positions of all 104 atoms, in Å:
C  -6.363  -0.629  -2.522
C  -5.134  0.066  -3.172
C  -4.462  1.139  -2.227
C  -3.652  2.078  -3.132
N  -3.028  2.678  -3.873
H  -6.751  -1.392  -3.146
H  -7.134  0.118  -2.183
H  -6.012  -0.968  -1.519
H  -5.388  0.477  -4.137
H  -4.428  -0.735  -3.372
H  -3.806  0.582  -1.585
H  -5.205  1.746  -1.741
C  -2.666  -3.419  4.734
C  -2.603  -3.447  3.248
C  -3.801  -2.936  2.464
C  -3.590  -2.788  1.035
N  -3.340  -2.602  -0.059
H  -3.530  -3.990  5.144
H  -2.837  -2.374  5.082
H  -1.754  -3.850  5.199
H  -2.376  -4.490  2.968
H  -1.690  -2.891  2.990
H  -4.110  -1.908  2.771
H  -4.713  -3.615  2.592
C  -1.474  -1.180  -4.055
C  -1.000  -0.480  -5.273
C  0.161  0.429  -4.795
C  1.303  -0.309  -4.334
N  2.190  -0.929  -3.982
H  -1.702  -0.519  -3.198
H  -0.678  -1.870  -3.768
H  -2.308  -1.852  -4.120
H  -1.748  0.176  -5.760
H  -0.649  -1.174  -6.043
H  -0.055  1.224  -4.051
H  0.491  1.050  -5.578
C  0.996  -1.259  2.970
C  0.857  0.263  3.271
C  0.001  0.575  4.536
C  -1.411  0.130  4.380
N  -2.513  -0.069  4.083
H  0.036  -1.777  2.901
H  1.593  -1.683  3.734
H  1.564  -1.375  2.059
H  0.343  0.725  2.364
H  1.880  0.671  3.446
H  -0.242  1.600  4.785
H  0.417  0.199  5.463
C  6.039  0.094  -0.312
C  6.572  0.936  0.864
C  5.644  0.785  2.119
C  5.386  -0.637  2.494
N  5.068  -1.737  2.596
H  5.004  0.384  -0.557
H  5.869  -0.949  -0.088
H  6.536  0.160  -1.238
H  6.752  1.981  0.615
H  7.591  0.569  1.056
H  4.703  1.265  2.066
H  6.159  1.305  2.934
C  0.433  -5.324  0.071
C  1.733  -5.086  0.908
C  2.861  -4.520  -0.045
C  2.530  -3.129  -0.390
N  2.210  -2.050  -0.548
H  -0.125  -4.379  0.055
H  -0.268  -6.097  0.380
H  0.839  -5.584  -0.873
H  2.093  -6.078  1.230
H  1.494  -4.453  1.751
H  2.947  -5.243  -0.819
H  3.745  -4.476  0.600
C  -2.052  3.395  1.978
O  -2.090  3.905  3.068
N  -1.699  4.046  0.756
N  -2.537  2.117  1.798
H  -1.089  4.840  0.833
H  -1.584  3.391  0.020
H  -2.444  1.549  0.962
H  -2.895  1.738  2.681
C  0.372  4.360  -2.380
O  0.517  4.446  -1.159
N  1.100  5.212  -3.217
N  -0.512  3.510  -3.050
H  1.792  5.683  -2.678
H  1.182  5.042  -4.188
H  -1.051  3.904  -3.788
H  -1.093  3.011  -2.380
C  3.215  3.487  1.466
O  4.170  3.212  2.142
N  3.204  3.446  0.076
N  1.973  3.608  2.016
H  4.127  3.577  -0.281
H  2.529  4.099  -0.379
H  1.165  3.789  1.459
H  1.837  3.874  2.993
C  -0.359  0.792  -1.104
O  -1.217  1.619  -1.000
N  0.908  1.110  -1.383
N  -0.505  -0.558  -0.961
H  1.165  2.045  -1.162
H  1.508  0.332  -1.416
H  0.306  -1.066  -0.612
H  -1.433  -0.666  -0.574

Atomic forces in eV per Å
C 0.98 2.46 2.23
C -0.61 -0.22 0.70
C 0.26 0.11 -3.06
C -1.15 -2.02 1.93
N 0.33 0.67 -0.78
H -0.48 -0.77 -0.31
H 0.39 -0.61 -0.96
H -0.24 -0.60 -0.83
H -0.16 0.37 -0.21
H 0.39 0.10 -0.01
H 0.34 0.33 0.68
H -0.20 0.07 0.53
C -1.24 0.53 1.80
C 1.43 -0.82 -0.84
C -1.94 0.09 0.58
C 0.34 -0.34 1.25
N 0.22 0.29 -1.59
H 0.48 0.14 -0.34
H 0.40 -0.73 -0.07
H -0.48 0.42 -0.37
H -0.22 0.28 -0.31
H -0.42 0.04 -0.35
H 0.24 -0.75 0.25
H 1.17 0.88 0.02
C -0.23 -0.98 1.29
C 0.00 1.50 -0.22
C -0.52 0.59 0.10
C -0.55 0.20 -0.13
N 1.17 -0.75 0.47
H 0.32 -0.15 -0.57
H 0.16 0.22 0.49
H -0.78 -0.16 -0.65
H 0.21 -0.32 0.38
H 0.07 0.08 0.18
H -0.57 -0.86 0.06
H 0.61 0.63 -1.51
C -0.36 1.38 0.06
C -0.66 0.10 -0.58
C -1.17 -0.48 -0.19
C -0.40 -0.40 -0.74
N 1.02 -0.04 0.51
H 0.10 0.16 -0.04
H 0.49 -0.77 0.93
H -0.02 -0.09 -0.43
H 0.90 -0.14 1.23
H -0.85 -0.02 -0.42
H 0.83 0.87 -0.49
H 0.17 -0.52 0.05
C -2.05 0.69 0.66
C -0.10 -1.40 -0.32
C 2.15 -0.79 0.43
C 0.05 0.81 -0.81
N 0.10 -0.08 0.29
H 0.14 0.36 0.11
H 0.58 -0.41 0.43
H 1.13 0.21 -0.90
H -0.62 0.11 -0.01
H -0.30 -0.07 0.51
H -0.84 0.43 -0.56
H -0.18 -0.26 0.14
C 0.55 1.06 1.10
C -0.68 -1.13 -1.04
C -0.99 0.69 2.88
C 0.42 -1.91 -0.13
N -0.44 1.42 -0.21
H 0.07 -0.24 -0.50
H 0.32 -0.12 0.41
H -0.40 -0.20 -1.37
H 0.01 0.52 0.25
H 0.45 0.15 0.28
H 0.39 0.01 -1.06
H 0.24 -0.04 -0.53
C -0.59 -0.03 -2.62
O 0.58 0.78 0.85
N -0.78 -0.76 2.69
N -0.09 -0.04 0.79
H 0.08 -0.07 -0.19
H 0.60 -0.13 -0.90
H 0.06 0.43 0.31
H 0.28 -0.16 -0.93
C -0.34 0.81 -1.53
O 0.22 -0.68 -0.49
N -1.17 -0.97 1.82
N 1.12 0.49 1.88
H 0.56 0.53 -0.34
H 0.27 -0.12 -0.61
H -0.21 0.27 -0.62
H 0.08 -0.11 -0.20
C -1.72 -0.82 -0.25
O 1.44 0.49 0.49
N -0.81 1.25 -0.33
N -0.74 0.61 0.84
H 0.56 -0.13 -0.26
H 0.50 -0.84 0.53
H -0.26 0.11 -0.57
H 0.60 -0.36 -0.58
C 3.03 -1.89 -0.10
O -3.13 1.58 0.39
N -0.41 0.68 -0.33
N -1.49 0.61 0.37
H 0.73 0.47 -0.01
H 1.54 -0.41 -0.05
H -0.52 -0.16 -0.02
H 0.22 -1.24 0.15

## Properties
* structure (SMILES): NC(N)=O.NC(N)=O.NC(N)=O.NC(N)=O.CCCC#N.CCCC#N.CCCC#N.CCCC#N.CCCC#N.CCCC#N
* E: -2169.340331 hartree
* gap between HOMO and LUMO: 10.003 eV
* LUMO: 0.6 eV

Löwdin population analysis, charges in e, atoms 1 to 99:
1. C -0.1002
2. C -0.2440
3. C -0.1255
4. C -0.1809
5. N 0.1539
6. H 0.0527
7. H 0.0844
8. H 0.0731
9. H 0.0971
10. H 0.0843
11. H 0.0842
12. H 0.1059
13. C -0.1340
14. C -0.2989
15. C -0.1927
16. C -0.2434
17. N 0.1447
18. H 0.0818
19. H 0.0555
20. H 0.0860
21. H 0.1159
22. H 0.0792
23. H 0.1158
24. H 0.1465
25. C -0.1337
26. C -0.2307
27. C -0.1970
28. C -0.2671
29. N 0.1543
30. H 0.0611
31. H 0.0768
32. H 0.0619
33. H 0.1118
34. H 0.1157
35. H 0.0953
36. H 0.0968
37. C -0.0917
38. C -0.2178
39. C -0.1569
40. C -0.1934
41. N 0.1603
42. H 0.0467
43. H 0.0588
44. H 0.0418
45. H 0.1134
46. H 0.1103
47. H 0.1097
48. H 0.1129
49. C -0.1106
50. C -0.2165
51. C -0.1741
52. C -0.2179
53. N 0.1261
54. H 0.0711
55. H 0.0553
56. H 0.0496
57. H 0.0994
58. H 0.1039
59. H 0.0555
60. H 0.1156
61. C -0.0936
62. C -0.2226
63. C -0.1496
64. C -0.1873
65. N 0.1803
66. H 0.0677
67. H 0.0687
68. H 0.0496
69. H 0.1077
70. H 0.0914
71. H 0.1021
72. H 0.1181
73. C -0.6617
74. O 0.0220
75. N 0.1531
76. N 0.1461
77. H 0.0761
78. H 0.0184
79. H 0.0691
80. H 0.0646
81. C -0.5907
82. O -0.0126
83. N 0.1571
84. N 0.1414
85. H 0.0877
86. H 0.0843
87. H 0.0606
88. H 0.0373
89. C -0.6664
90. O 0.0266
91. N 0.1528
92. N 0.1724
93. H 0.0882
94. H 0.0765
95. H 0.0647
96. H 0.1209
97. C -0.7054
98. O 0.0011
99. N 0.2164

# 4
Molecular formula: C6H12O
Method: DFT, wB97M-V/def2-TZVPD

Positions of all 19 atoms, in Å:
C  1.538  -1.207  -0.584
O  0.709  -1.828  0.496
C  0.591  -0.171  -1.448
C  -0.805  0.246  -0.953
C  -0.764  0.796  0.526
C  -1.228  0.081  1.568
C  -0.277  2.273  0.600
H  1.944  -2.050  -1.283
H  2.365  -0.836  0.086
H  -0.066  -2.313  0.105
H  1.408  0.577  -1.577
H  0.332  -0.495  -2.530
H  -1.348  0.888  -1.779
H  -1.434  -0.695  -1.047
H  -1.849  -0.800  1.564
H  -0.763  0.316  2.531
H  -0.442  2.709  1.538
H  -0.953  2.825  -0.095
H  0.805  2.382  0.259

Atomic forces in eV per Å
C -2.48 -2.06 0.42
O -0.01 -0.72 -1.66
C 2.19 -0.51 -1.33
C -1.19 -0.10 0.27
C -1.11 0.19 -1.45
C 1.43 1.17 0.00
C 0.68 -1.67 -2.10
H -0.54 1.60 1.15
H -0.79 0.43 -1.41
H 1.25 0.78 0.37
H -1.32 0.59 -0.14
H 1.08 -0.19 1.69
H 1.37 -0.56 1.78
H 0.62 0.86 0.67
H 0.32 -0.33 -0.53
H -0.90 0.36 0.05
H 0.09 0.43 1.58
H 0.70 -0.29 0.24
H -1.40 0.03 0.41

## Properties
* structure (SMILES): C=C(C)CCCO
* E: -310.948841 hartree
* ΔE to the lowest compared entry with this formula, charge and spin: 69.3 kcal per mole
* gap between HOMO and LUMO: 9.572 eV
* LUMO: 0.9 eV

Computed natural (NBO) charges, given in elementary charges:
1. C -0.0711
2. O -0.7439
3. C -0.4429
4. C -0.4491
5. C 0.0314
6. C -0.3978
7. C -0.6416
8. H 0.1743
9. H 0.2001
10. H 0.4579
11. H 0.2105
12. H 0.2096
13. H 0.2209
14. H 0.2038
15. H 0.1970
16. H 0.1965
17. H 0.2172
18. H 0.2167
19. H 0.2105

# 5
Molecular formula: C17H23N2S3
Method: DFT, wB97M-V/def2-TZVPD

Positions of all 45 atoms, in Å:
C  -0.972  1.526  4.770
C  0.155  1.223  3.758
C  1.389  1.828  4.470
C  0.159  1.955  2.412
C  1.495  2.256  1.728
C  1.284  3.080  0.471
N  0.183  2.501  -0.305
C  -0.118  2.893  -1.627
C  -1.263  2.250  -2.087
C  -1.713  2.445  -3.375
C  -0.954  3.280  -4.200
C  0.244  3.914  -3.767
C  0.607  3.795  -2.410
S  -1.993  1.250  -0.861
C  -0.784  1.667  0.211
N  -0.723  1.222  1.470
H  -0.986  2.590  4.959
H  -1.973  1.152  4.550
H  -0.694  1.083  5.741
H  0.253  0.146  3.642
H  1.182  2.912  4.528
H  1.530  1.407  5.482
H  2.324  1.694  3.878
H  -0.278  2.947  2.631
H  2.114  2.866  2.393
H  2.053  1.330  1.463
H  0.995  4.131  0.734
H  2.185  3.057  -0.198
H  -2.647  1.930  -3.693
H  -1.287  3.473  -5.222
H  0.878  4.486  -4.456
H  1.411  4.384  -1.965
C  -4.387  -1.645  2.202
C  -3.084  -2.156  1.596
S  -2.196  -0.983  0.559
C  -1.740  0.201  1.854
S  -3.273  1.001  2.330
C  -4.293  -0.362  3.035
H  -5.103  -1.480  1.389
H  -4.822  -2.441  2.817
H  -2.425  -2.595  2.388
H  -3.325  -2.901  0.844
H  -1.036  -0.217  2.743
H  -5.289  0.080  3.055
H  -3.959  -0.628  4.083

Atomic forces in eV per Å
C -0.04 -0.67 0.17
C 1.45 0.97 1.32
C 0.72 -0.42 -0.10
C -1.21 -0.12 0.43
C 0.57 -0.56 -0.25
C -0.16 0.30 -0.40
N -1.56 -0.34 0.04
C 0.18 0.12 0.26
C 0.49 0.35 -0.02
C -0.43 0.02 -0.56
C 0.53 0.23 -0.38
C -0.83 -0.48 0.97
C -0.07 -0.26 -0.57
S -0.78 0.79 -1.78
C 2.41 1.16 0.65
N -1.11 0.15 -1.85
H -0.35 0.40 -0.12
H 0.21 0.25 -0.23
H 0.04 0.01 -0.43
H 0.52 -0.09 -0.01
H 0.35 -0.36 0.29
H -0.08 0.33 -0.53
H -0.62 -0.09 0.81
H -0.23 -0.25 -0.22
H -0.13 -0.26 -0.22
H -0.38 0.45 0.34
H 0.45 -0.75 -0.34
H -0.75 0.21 0.78
H 0.87 0.64 -0.02
H 0.12 -0.23 0.31
H -0.57 -0.10 0.35
H -0.04 -0.35 -0.33
C -0.20 0.39 -0.54
C 0.19 -0.27 0.97
S 0.99 -1.27 0.66
C 2.57 -0.20 2.47
S -0.74 0.43 0.70
C 0.63 -0.67 0.61
H 0.15 0.04 0.03
H 0.12 0.13 0.04
H -0.36 0.31 -0.81
H 0.06 -0.46 0.17
H -2.85 -0.21 -1.92
H 0.13 0.10 0.35
H -0.26 0.62 -1.06

## Properties
* charge: +1
* E: -1965.407344 hartree
* ΔE to the lowest compared entry with this formula, charge and spin: 0.0 kcal per mole
* gap between HOMO and LUMO: 8.613 eV
* LUMO: -2.7 eV

Computed natural (NBO) charges, given in elementary charges:
1. C -0.6175
2. C -0.2271
3. C -0.5969
4. C -0.0339
5. C -0.4231
6. C -0.2119
7. N -0.3501
8. C 0.1276
9. C -0.2271
10. C -0.1933
11. C -0.1974
12. C -0.1733
13. C -0.2251
14. S 0.5589
15. C 0.3122
16. N -0.4216
17. H 0.2148
18. H 0.2248
19. H 0.2245
20. H 0.2062
21. H 0.2027
22. H 0.2342
23. H 0.2087
24. H 0.2083
25. H 0.2525
26. H 0.2299
27. H 0.2183
28. H 0.2415
29. H 0.2420
30. H 0.2371
31. H 0.2422
32. H 0.2328
33. C -0.4302
34. C -0.5309
35. S 0.2436
36. C -0.3666
37. S 0.2114
38. C -0.5158
39. H 0.2176
40. H 0.2351
41. H 0.2261
42. H 0.2497
43. H 0.2659
44. H 0.2511
45. H 0.2217

# 6
Molecular formula: C6H11P
Method: DFT, wB97M-V/def2-TZVPD

Positions of all 18 atoms, in Å:
C  0.141  0.374  1.773
C  -0.410  -0.613  1.125
C  1.490  1.492  -1.475
C  0.181  1.319  -1.122
C  -0.541  -1.904  2.192
C  -2.145  -0.777  -1.322
P  -0.372  -0.449  -0.941
H  0.504  0.213  2.775
H  0.358  1.422  1.484
H  1.902  0.677  -2.092
H  2.005  2.411  -1.331
H  -0.354  2.138  -0.954
H  -1.352  -2.659  2.019
H  0.454  -2.434  2.097
H  -0.712  -1.462  3.175
H  -2.735  0.052  -1.583
H  -2.416  -1.127  -0.271
H  -2.263  -1.675  -1.943

Atomic forces in eV per Å
C 1.01 2.50 0.89
C -0.18 -1.64 -0.80
C -2.48 -1.73 -0.62
C 3.27 -3.39 -1.15
C 0.43 0.07 -2.64
C 0.54 -1.61 2.50
P 0.82 -0.66 1.75
H -0.30 -0.03 0.55
H -0.15 -0.97 -0.57
H 0.62 0.28 1.06
H 0.26 0.70 -0.33
H -2.45 3.25 1.56
H 0.66 0.82 -0.23
H -1.18 0.47 0.44
H 0.26 -0.11 -0.24
H -0.86 0.91 -0.49
H -0.40 0.48 -1.44
H 0.12 0.66 -0.24

## Properties
* structure (SMILES): C=CP(C)C(=C)C
* E: -576.423173 hartree
* ΔE to the lowest compared entry with this formula, charge and spin: 59.3 kcal per mole
* gap between HOMO and LUMO: 8.986 eV
* LUMO: 0.7 eV

Computed natural (NBO) charges, given in elementary charges:
1. C -0.4527
2. C -0.2129
3. C -0.3324
4. C -0.4850
5. C -0.6322
6. C -0.9500
7. P 0.7312
8. H 0.1787
9. H 0.1997
10. H 0.2078
11. H 0.1984
12. H 0.1885
13. H 0.2122
14. H 0.2191
15. H 0.2147
16. H 0.2320
17. H 0.2440
18. H 0.2388